[1]
7 unconnected molecules or ions with the total composition C36H83N3O7 at a distorted geometry. Source: the OMol25 dataset; level of theory: wB97M-V/def2-TZVPD.

Summary:
expectation value of S² = 0.75
largest force on an atom = 0.061 Eh/bohr
gap between HOMO and LUMO (spin up / spin down) = 1.9 / 8.0 eV

```
! wB97M-V def2-TZVPD RIJCOSX def2/J DEFGRID3
* xyz -1 2
O 0.380 0.425 0.308
H -0.495 0.809 0.376
H 0.950 1.045 0.763
C -4.638 -3.044 -1.054
C -3.585 -2.666 -0.023
C -4.279 -1.539 0.771
C -3.797 -1.233 2.157
C -3.550 -2.476 2.899
C -2.743 -3.618 2.228
N -3.315 -3.803 0.897
O -2.797 -4.881 0.188
C -1.279 -3.267 2.246
C -3.033 -4.913 3.122
C -2.388 -2.143 -0.769
H -4.818 -2.227 -1.753
H -5.627 -3.245 -0.643
H -4.332 -3.956 -1.567
H -4.159 -0.621 0.197
H -5.334 -1.791 0.886
H -4.621 -0.707 2.638
H -2.921 -0.585 2.166
H -4.525 -2.860 3.201
H -3.119 -2.147 3.844
H -0.766 -3.517 3.174
H -0.753 -3.685 1.387
H -1.017 -2.214 2.145
H -4.083 -5.062 3.373
H -2.704 -5.831 2.636
H -2.317 -4.934 3.944
H -1.931 -2.964 -1.321
H -1.574 -1.864 -0.100
H -2.690 -1.335 -1.436
H -1.850 -4.724 0.191
C -1.283 3.336 -5.902
C -0.758 2.583 -4.647
C -1.926 1.726 -4.273
C -1.601 0.475 -3.383
C -0.364 -0.290 -3.963
C 0.877 0.623 -4.222
N 0.405 1.770 -5.033
O 1.518 2.516 -5.551
C 1.638 0.923 -2.885
C 1.836 -0.209 -5.055
C -0.528 3.628 -3.570
H -1.515 2.708 -6.762
H -0.607 4.157 -6.144
H -2.243 3.816 -5.711
H -2.633 2.255 -3.634
H -2.438 1.308 -5.139
H -2.541 -0.057 -3.237
H -1.309 0.960 -2.451
H -0.717 -0.930 -4.771
H -0.141 -0.775 -3.013
H 1.238 1.643 -2.172
H 1.820 -0.014 -2.357
H 2.559 1.502 -2.953
H 1.317 -0.882 -5.738
H 2.574 0.373 -5.608
H 2.480 -0.820 -4.423
H 0.237 4.286 -3.982
H -0.223 3.107 -2.663
H -1.397 4.245 -3.342
H 1.579 2.452 -6.507
C 4.330 -1.800 -1.948
C 4.170 -2.533 -0.626
C 5.541 -2.368 0.145
C 5.547 -2.867 1.611
C 4.379 -2.135 2.364
C 2.940 -2.263 1.705
N 3.017 -2.009 0.214
O 1.759 -1.850 -0.394
C 2.419 -3.681 2.010
C 2.115 -1.215 2.416
C 4.004 -3.964 -0.993
H 3.360 -1.681 -2.431
H 4.906 -2.331 -2.706
H 4.584 -0.782 -1.652
H 6.349 -2.970 -0.270
H 5.976 -1.375 0.027
H 6.526 -2.697 2.059
H 5.346 -3.936 1.545
H 4.694 -1.095 2.456
H 4.369 -2.553 3.371
H 2.006 -3.745 3.017
H 1.654 -4.071 1.339
H 3.198 -4.434 1.891
H 1.106 -1.416 2.057
H 2.086 -1.283 3.503
H 2.420 -0.188 2.215
H 3.944 -4.516 -0.055
H 4.813 -4.259 -1.662
H 3.095 -4.197 -1.548
H 1.653 -0.910 -0.230
C -3.102 3.828 1.385
C -2.995 2.413 0.780
C -3.961 2.175 -0.331
O -1.697 2.350 0.257
H -2.252 4.049 2.030
H -4.017 3.929 1.969
H -3.060 4.559 0.578
H -3.163 1.713 1.598
H -3.832 1.257 -0.905
H -3.889 2.999 -1.040
H -4.966 2.165 0.090
H -1.108 2.984 0.674
C 2.421 5.054 1.713
C 0.948 5.301 1.175
C 0.887 5.566 -0.301
O 0.288 4.030 1.347
H 2.923 6.016 1.614
H 2.877 4.221 1.177
H 2.605 4.839 2.766
H 0.403 6.106 1.667
H 1.232 6.559 -0.589
H -0.174 5.600 -0.549
H 1.260 4.734 -0.899
H 0.603 3.648 2.170
C 0.646 1.854 5.775
C 0.802 1.415 4.261
C -0.437 0.909 3.645
O 1.291 2.588 3.572
H 0.178 0.988 6.244
H -0.032 2.703 5.856
H 1.546 2.165 6.305
H 1.512 0.590 4.197
H -1.182 1.699 3.554
H -0.901 0.071 4.165
H -0.254 0.370 2.715
H 2.150 2.827 3.927
*
```

[2]
A single C4H7N molecule at a distorted geometry. Source: the OMol25 dataset; level of theory: wB97M-V/def2-TZVPD.

Summary:
SMILES = C=N/C=C/C
largest force on an atom = 0.033 Eh/bohr
gap between HOMO and LUMO = 9.6 eV
relative energy (zero: lowest compared OMol25 entry of this formula, charge and spin) = 173.88 kJ/mol

```
! wB97M-V def2-TZVPD RIJCOSX def2/J DEFGRID3
* xyz 0 1
C 2.612 -0.149 0.049
N 1.545 -0.681 0.449
C 0.322 -0.140 -0.048
C -0.809 0.087 0.613
C -2.109 0.174 -0.150
H 2.619 0.713 -0.628
H 3.588 -0.562 0.288
H 0.295 -0.240 -1.133
H -0.736 0.471 1.624
H -2.289 -0.833 -0.546
H -2.101 0.794 -1.045
H -2.936 0.364 0.529
*
```

[3]
A single C5H8N2 molecule at a distorted geometry. Source: the OMol25 dataset; level of theory: wB97M-V/def2-TZVPD.

Summary:
SMILES = Cc1cn(C)cn1
largest force on an atom = 0.042 Eh/bohr
gap between HOMO and LUMO = 9.9 eV
relative energy (zero: lowest compared OMol25 entry of this formula, charge and spin) = 110.14 kJ/mol

```
! wB97M-V def2-TZVPD RIJCOSX def2/J DEFGRID3
* xyz 0 1
C 2.426 0.346 -0.178
C 1.007 -0.063 0.000
C 0.005 -0.090 -0.904
N -1.101 -0.684 -0.279
C -2.151 0.320 -0.068
C -0.642 -0.987 0.993
N 0.565 -0.592 1.226
H 2.742 0.939 0.682
H 3.058 -0.546 -0.223
H 2.581 0.926 -1.094
H -0.053 0.301 -1.914
H -2.556 0.561 -1.076
H -2.966 -0.117 0.524
H -1.562 1.055 0.584
H -1.354 -1.368 1.727
*
```

[4]
3 unconnected molecules or ions with the total composition C8H26BO15P4 at a distorted geometry. Source: the OMol25 dataset; level of theory: wB97M-V/def2-TZVPD.

Summary:
largest force on an atom = 0.075 Eh/bohr
gap between HOMO and LUMO = 6.9 eV
relative energy (zero: lowest compared OMol25 entry of this formula, charge and spin) = 127.19 kJ/mol

```
! wB97M-V def2-TZVPD RIJCOSX def2/J DEFGRID3
* xyz -1 1
O 3.821 3.869 -1.127
P 3.685 2.822 -2.204
O 3.778 3.538 -3.698
O 4.819 1.612 -2.039
C 2.019 2.018 -2.128
O 2.108 0.955 -3.066
B 1.073 1.038 -4.150
O 0.630 2.464 -4.028
C 0.775 2.838 -2.678
P -0.741 2.361 -1.669
O -2.161 2.784 -2.491
O -0.691 0.715 -1.281
H 3.263 2.992 -4.311
H 4.382 0.756 -2.122
H 1.819 1.609 -1.112
H 1.500 0.847 -5.258
H 0.208 0.266 -3.763
H 0.893 3.935 -2.574
H -1.991 2.736 -3.447
H 0.101 0.279 -1.622
C 4.573 0.785 1.891
O 4.163 -0.458 1.311
P 2.690 -0.955 1.656
O 1.632 0.049 1.479
O 2.807 -1.529 3.148
C 3.982 -2.239 3.530
O 2.548 -2.256 0.748
C 1.282 -2.919 0.759
H 5.651 0.756 2.045
H 4.329 1.601 1.212
H 4.085 0.951 2.854
H 4.657 -1.557 4.049
H 4.496 -2.671 2.670
H 3.697 -3.040 4.211
H 0.475 -2.251 1.064
H 1.327 -3.771 1.440
H 1.075 -3.279 -0.248
C -3.499 0.391 -0.408
O -4.493 0.282 0.629
P -4.340 -0.915 1.660
O -3.009 -1.077 2.266
O -4.844 -2.208 0.858
C -5.945 -2.082 -0.040
O -5.523 -0.610 2.688
C -5.637 -1.468 3.819
H -3.965 0.837 -1.285
H -2.687 1.027 -0.070
H -3.103 -0.589 -0.681
H -5.563 -1.958 -1.055
H -6.583 -1.235 0.211
H -6.535 -2.996 0.005
H -4.694 -1.966 4.048
H -6.407 -2.218 3.628
H -5.932 -0.867 4.678
*
```

[5]
A single C6H12O3 molecule. Source: the OMol25 dataset; level of theory: wB97M-V/def2-TZVPD.

Summary:
SMILES = CC1(C)C[C@@H](O)C1(O)O
largest force on an atom = 0.009 Eh/bohr
gap between HOMO and LUMO = 10.5 eV
relative energy (zero: lowest compared OMol25 entry of this formula, charge and spin) = 107.51 kJ/mol

```
! wB97M-V def2-TZVPD RIJCOSX def2/J DEFGRID3
* xyz 0 1
C 1.355 1.301 0.426
C 0.634 0.042 -0.034
C 1.420 -0.660 -1.132
C 0.195 -0.920 1.092
C -1.222 -0.994 0.479
O -2.321 -0.862 1.320
C -0.869 0.227 -0.411
O -1.472 1.367 0.143
O -1.135 0.141 -1.775
H 1.522 1.973 -0.414
H 2.320 1.032 0.849
H 0.779 1.822 1.188
H 1.510 -0.014 -2.001
H 0.918 -1.573 -1.439
H 2.415 -0.909 -0.769
H 0.735 -1.860 1.156
H 0.177 -0.441 2.069
H -1.375 -1.897 -0.116
H -2.366 0.064 1.591
H -1.139 2.142 -0.325
H -2.084 0.021 -1.899
*
```

[6]
A single C6H9N2P molecule at a distorted geometry. Source: the OMol25 dataset; level of theory: wB97M-V/def2-TZVPD.

Summary:
SMILES = [H]/N=C(\P)C1=NC=CCC1
largest force on an atom = 0.090 Eh/bohr
gap between HOMO and LUMO = 8.7 eV
relative energy (zero: lowest compared OMol25 entry of this formula, charge and spin) = 220.80 kJ/mol

```
! wB97M-V def2-TZVPD RIJCOSX def2/J DEFGRID3
* xyz 0 1
H -2.961 0.327 2.369
N -2.247 0.434 1.551
C -1.077 -0.049 1.633
P -0.281 -1.206 2.934
C -0.125 -0.052 0.408
N 0.795 -0.901 0.399
C 1.693 -1.070 -0.583
C 1.434 -0.512 -1.772
C 0.097 0.141 -2.001
C -0.425 0.927 -0.714
H -1.001 -0.810 4.091
H 0.649 -0.302 3.231
H 2.458 -1.655 -0.287
H 2.080 -0.549 -2.638
H -0.016 0.679 -2.988
H -0.524 -0.799 -1.999
H -1.407 1.255 -0.892
H 0.316 1.625 -0.624
*
```

[7]
4 unconnected molecules or ions with the total composition C3H11NO3S at a distorted geometry. Source: the OMol25 dataset; level of theory: wB97M-V/def2-TZVPD.

Summary:
largest force on an atom = 0.108 Eh/bohr
gap between HOMO and LUMO = 3.8 eV
relative energy (zero: lowest compared OMol25 entry of this formula, charge and spin) = 926.70 kJ/mol

```
! wB97M-V def2-TZVPD RIJCOSX def2/J DEFGRID3
* xyz 0 1
C 1.064 -0.163 -1.167
C 0.891 1.339 -0.753
S -0.444 2.224 -1.748
C 1.501 -1.134 -0.027
N 1.172 -2.436 -0.033
O 2.152 -0.409 0.789
H 0.065 -0.507 -1.527
H 1.825 -0.252 -1.844
H 0.634 1.401 0.328
H 1.807 1.912 -0.823
H -1.125 2.504 -0.566
H 0.239 -2.474 -0.454
H -0.264 -2.648 2.210
H -1.030 1.636 1.928
H -0.245 -1.908 2.106
O -1.333 1.621 1.035
H -3.038 -0.440 -0.079
H -1.831 0.226 0.660
O -2.040 -0.493 -0.036
*
```

[8]
A molecular structure, C35H30ClN6O3P2RhSe2. Source: the OMol25 dataset; level of theory: wB97M-V/def2-TZVPD.

Summary:
largest force on an atom = 0.013 Eh/bohr
gap between HOMO and LUMO = 7.7 eV
relative energy (zero: lowest compared OMol25 entry of this formula, charge and spin) = 198.89 kJ/mol

```
! wB97M-V def2-TZVPD RIJCOSX def2/J DEFGRID3
* xyz 0 1
Rh -1.320 -0.470 3.209
N 0.195 -0.471 4.640
C 0.164 0.805 5.378
C -1.307 1.107 5.658
O -1.691 1.602 6.699
N -2.087 0.736 4.612
C -3.444 0.329 4.903
C -3.465 -1.198 4.888
O -4.405 -1.861 5.262
O -2.337 -1.710 4.437
H 1.073 -0.639 4.155
H 0.021 -1.265 5.249
H 0.724 0.770 6.309
H 0.578 1.578 4.729
H -3.754 0.706 5.877
H -4.136 0.728 4.155
Se 3.765 2.313 -0.595
P 2.902 0.458 -1.070
C 1.995 0.403 -2.641
C 2.216 1.379 -3.607
C 1.553 1.315 -4.823
C 0.674 0.271 -5.079
C 0.459 -0.710 -4.121
C 1.116 -0.645 -2.903
C 4.120 -0.877 -1.185
C 4.987 -1.079 -0.112
C 5.977 -2.040 -0.194
C 6.120 -2.798 -1.351
C 5.270 -2.592 -2.424
C 4.269 -1.632 -2.343
C 1.730 -0.120 0.186
C 0.474 0.305 0.638
N 0.246 -0.404 1.771
N 1.275 -1.204 1.997
N 2.169 -1.052 1.056
P -0.855 1.388 0.103
Se -2.195 1.547 1.778
C -1.658 0.616 -1.324
C -1.688 -0.774 -1.396
C -2.424 -1.405 -2.384
C -3.135 -0.652 -3.308
C -3.108 0.733 -3.241
C -2.377 1.369 -2.249
C -0.248 3.006 -0.400
C 0.197 3.225 -1.700
C 0.659 4.477 -2.073
C 0.699 5.504 -1.143
C 0.271 5.284 0.159
C -0.212 4.041 0.532
H 2.907 2.185 -3.386
H 1.723 2.079 -5.571
H 0.156 0.221 -6.028
H -0.228 -1.522 -4.320
H 0.945 -1.408 -2.151
H 4.886 -0.477 0.781
H 6.643 -2.197 0.644
H 6.901 -3.545 -1.414
H 5.383 -3.172 -3.330
H 3.616 -1.475 -3.192
H -1.122 -1.365 -0.687
H -2.435 -2.486 -2.437
H -3.711 -1.145 -4.081
H -3.663 1.324 -3.958
H -2.381 2.450 -2.192
H 0.186 2.424 -2.425
H 1.009 4.640 -3.084
H 1.070 6.479 -1.432
H 0.305 6.085 0.886
H -0.566 3.868 1.539
Cl -1.164 -5.296 0.083
C -2.113 -3.935 0.566
C -3.437 -3.820 0.179
C -4.137 -2.703 0.594
C -3.493 -1.748 1.360
N -2.216 -1.868 1.724
C -1.534 -2.952 1.350
H -3.898 -4.588 -0.427
H -5.176 -2.563 0.329
H -4.005 -0.855 1.692
H -0.504 -3.030 1.674
*
```

> Among the records above, which one has the highest largest force on an atom?

C3H11NO3S

> What is the largest force on an atom in the sixth record?

0.090 Eh/bohr